Entry 1:
99
Properties=species:S:1:pos:R:3:forces:R:3 method="wB97M-V/def2-TZVPD" homo_energy_ev=-8.4305 spin_multiplicity=1 lumo_energy_ev=-0.733 smiles="CCCOC1=C(CCCSC(=S)N(CC)CC)C(=O)OC1=O.FC(F)C(F)(F)COC(F)(F)C(F)F.FC(F)C(F)(F)COC(F)(F)C(F)F.FC(F)C(F)(F)COC(F)(F)C(F)F" orbital_gap_ev=7.7 e_tot_ha=-4938.74508
C 2.913 -3.532 -1.371 0.09 0.09 0.25
C 2.938 -3.199 0.126 0.22 -0.02 -0.03
C 3.927 -2.096 0.501 -0.14 -0.16 0.01
O 3.178 -0.869 0.719 0.12 0.26 -0.19
C 3.791 0.289 0.483 -0.27 -0.08 -0.18
C 3.224 1.411 0.015 -0.15 -0.32 0.15
C 1.806 1.623 -0.401 0.26 0.01 0.04
C 1.658 1.764 -1.932 -0.30 0.22 -0.08
C 0.549 0.896 -2.547 0.51 -0.02 -0.14
S -0.984 0.964 -1.614 -0.25 0.07 0.05
C -1.816 -0.519 -2.071 -0.17 -0.39 -0.32
S -1.147 -1.640 -3.066 0.04 -0.07 0.16
N -3.085 -0.707 -1.514 0.57 1.09 0.61
C -3.120 -1.759 -0.480 -0.07 -0.93 -0.26
C -3.267 -3.179 -1.041 -0.19 0.23 -0.20
C -3.866 0.512 -1.177 0.25 -0.13 -0.07
C -3.732 1.085 0.232 -0.26 0.18 0.01
C 4.280 2.429 -0.049 0.01 0.00 0.01
O 4.224 3.567 -0.385 0.04 0.03 -0.06
O 5.487 1.856 0.378 0.04 0.09 0.13
C 5.227 0.575 0.794 0.01 0.07 0.03
O 6.035 -0.101 1.348 0.02 -0.06 -0.07
H 2.295 -2.821 -1.920 -0.03 -0.07 -0.07
H 3.919 -3.501 -1.793 0.01 -0.03 0.02
H 2.535 -4.542 -1.522 -0.17 0.09 -0.12
H 1.943 -2.895 0.456 0.02 -0.04 0.10
H 3.205 -4.089 0.700 -0.02 0.00 -0.05
H 4.637 -1.940 -0.313 0.05 0.08 0.08
H 4.476 -2.331 1.411 -0.02 0.08 0.00
H 1.421 2.526 0.079 -0.01 -0.08 0.05
H 1.229 0.780 -0.019 -0.02 0.02 -0.10
H 2.586 1.478 -2.431 -0.02 -0.04 0.02
H 1.496 2.813 -2.184 0.01 -0.03 0.05
H 0.361 1.203 -3.578 -0.04 -0.03 0.04
H 0.889 -0.138 -2.583 -0.19 -0.08 0.10
H -2.219 -1.715 0.142 -0.06 0.17 0.06
H -3.973 -1.574 0.170 -0.04 0.21 -0.13
H -2.312 -3.605 -1.339 -0.03 -0.02 0.07
H -3.893 -3.141 -1.934 -0.03 -0.06 0.05
H -3.761 -3.822 -0.312 0.14 -0.04 0.06
H -3.566 1.283 -1.886 -0.13 -0.06 -0.09
H -4.910 0.276 -1.388 -0.02 -0.07 0.07
H -2.734 1.465 0.436 0.07 -0.12 0.04
H -4.023 0.382 1.012 0.10 -0.04 -0.03
H -4.416 1.935 0.312 0.04 -0.04 -0.02
F -7.233 -6.865 -1.960 0.05 0.10 0.12
C -7.630 -8.135 -1.756 -0.02 -0.11 -0.09
F -8.644 -8.402 -2.610 0.02 0.02 0.01
C -8.137 -8.336 -0.324 -0.13 0.26 0.14
F -9.242 -7.592 -0.116 0.07 0.00 -0.03
F -8.505 -9.651 -0.273 0.03 -0.08 0.00
C -7.144 -8.146 0.834 0.29 -0.34 0.38
O -7.185 -6.922 1.543 -0.37 0.20 -0.39
C -6.414 -5.846 1.209 0.08 -0.21 0.20
F -5.531 -6.121 0.235 -0.07 -0.02 -0.14
F -5.700 -5.503 2.307 0.10 0.02 0.03
C -7.273 -4.623 0.864 -0.08 0.09 0.00
F -8.079 -4.884 -0.180 0.05 -0.07 -0.06
F -6.448 -3.605 0.527 0.00 0.06 -0.01
H -6.802 -8.816 -1.970 0.01 0.02 0.02
H -7.458 -8.881 1.574 -0.01 -0.01 -0.01
H -6.129 -8.413 0.539 -0.02 0.12 -0.18
H -7.879 -4.334 1.724 0.03 -0.01 0.02
F 8.144 2.412 6.819 0.11 -0.02 -0.09
C 6.839 2.234 6.542 -0.14 0.04 0.07
F 6.270 1.605 7.597 0.02 0.01 -0.02
C 6.645 1.366 5.296 0.24 -0.25 -0.07
F 7.121 0.125 5.522 0.01 0.07 0.01
F 5.288 1.268 5.155 -0.08 0.06 -0.01
C 7.158 1.898 3.950 -0.22 0.26 -0.53
O 8.394 1.405 3.473 0.09 -0.29 0.53
C 9.590 1.997 3.758 -0.16 0.08 -0.25
F 9.452 3.157 4.424 -0.05 -0.02 0.13
F 10.192 2.284 2.580 0.04 0.09 -0.05
C 10.532 1.034 4.490 0.08 -0.07 0.00
F 9.989 0.631 5.654 -0.05 0.07 0.04
F 11.690 1.679 4.757 0.01 -0.01 0.01
H 6.357 3.206 6.412 0.03 0.00 -0.02
H 6.441 1.524 3.223 0.02 -0.05 0.01
H 7.109 2.987 3.902 0.10 0.01 0.22
H 10.734 0.164 3.863 -0.01 0.01 -0.01
F -3.130 5.105 -4.480 -0.02 0.16 0.02
C -2.115 4.376 -3.982 0.06 -0.14 -0.02
F -2.600 3.160 -3.642 0.00 0.03 0.00
C -1.520 5.037 -2.734 -0.13 0.22 0.21
F -2.432 5.068 -1.743 -0.01 -0.02 -0.09
F -0.509 4.200 -2.338 -0.01 -0.03 -0.10
C -0.857 6.416 -2.895 0.54 0.23 0.01
O -1.604 7.552 -2.510 -0.47 -0.34 0.09
C -2.393 8.253 -3.380 0.29 0.07 0.04
F -2.274 7.823 -4.646 -0.06 -0.14 -0.02
F -1.977 9.539 -3.354 0.03 0.08 -0.07
C -3.856 8.269 -2.919 -0.07 0.04 0.05
F -4.342 7.016 -2.840 0.04 -0.05 -0.06
F -4.585 8.957 -3.824 -0.02 0.00 0.00
H -1.347 4.245 -4.751 -0.01 0.02 0.00
H -0.034 6.398 -2.183 0.00 -0.02 0.00
H -0.412 6.533 -3.884 -0.18 -0.08 -0.09
H -3.933 8.751 -1.943 0.01 0.00 0.00

Entry 2:
11
Properties=species:S:1:pos:R:3:forces:R:3 method="wB97M-V/def2-TZVPD" homo_energy_ev=-7.8069 spin_multiplicity=1 lumo_energy_ev=0.984 e_above_lowest_ev=3.724 orbital_gap_ev=8.8 e_tot_ha=-173.10524
C -0.711 -1.164 0.221 -0.55 -0.85 0.31
N 0.267 1.672 0.343 0.24 -0.59 -0.29
C 0.706 0.839 -0.636 0.31 4.50 1.70
C 0.314 -0.480 -0.632 1.90 -0.24 -3.41
H 0.717 2.564 0.452 -0.23 0.01 -0.02
H -0.399 1.391 1.053 0.07 0.10 0.11
H 0.565 -0.408 -1.816 -1.31 -2.39 2.20
H 1.560 -0.263 -0.418 -1.15 -1.06 0.02
H -0.290 -1.525 1.164 0.26 0.05 -0.17
H -1.587 -0.586 0.532 0.22 0.50 -0.33
H -1.142 -2.042 -0.263 0.25 -0.02 -0.12

Entry 3:
15
Properties=species:S:1:pos:R:3:forces:R:3 method="wB97M-V/def2-TZVPD" homo_energy_ev=-9.0588 spin_multiplicity=1 lumo_energy_ev=-0.615 e_above_lowest_ev=5.711 orbital_gap_ev=8.4 e_tot_ha=-767.78033
C 0.188 1.701 0.916 0.31 2.02 -0.10
C 0.125 0.108 1.052 -2.51 3.40 -1.35
C -0.692 -0.416 -0.205 0.33 -0.19 0.62
C 0.036 0.105 -1.336 1.76 -0.97 -6.21
C -0.438 0.337 -2.603 1.18 1.69 1.88
H 1.017 2.008 -0.089 -3.08 -0.87 3.10
H -0.993 2.255 0.870 3.39 -1.93 -0.65
H 0.573 2.303 1.832 -0.25 -1.60 -1.45
H -0.573 -1.446 -0.091 0.66 -1.98 -0.24
H -2.398 0.865 -0.111 1.14 -5.26 -2.31
H 0.298 0.698 -3.446 -1.84 -1.01 1.79
H -1.512 0.509 -2.522 0.24 -0.09 -1.17
O -2.060 -0.362 -0.601 -1.56 6.59 4.28
F 1.401 -0.132 -1.359 -0.22 0.33 1.26
S 0.759 -0.882 2.103 0.45 -0.13 0.54

Entry 4:
112
Properties=species:S:1:pos:R:3:forces:R:3 method="wB97M-V/def2-TZVPD" homo_energy_ev=-9.0451 spin_multiplicity=1 lumo_energy_ev=0.026 e_above_lowest_ev=4.257 smiles=COC[C@H](C)N.COC[C@H](C)N.CCO.CCO.CCO.CCO.CCO.CCO.CO.CO.CO.CO orbital_gap_ev=9.1 e_tot_ha=-1970.81913
C -1.606 0.340 1.155 0.39 0.20 0.54
O -0.268 0.239 0.658 -1.49 0.21 -0.99
C 0.795 0.078 1.547 0.66 -0.66 -0.44
C 2.050 -0.350 0.657 -1.09 -0.67 2.17
C 2.431 0.719 -0.278 1.71 1.61 0.10
N 1.635 -1.494 -0.173 0.24 0.41 1.30
H -2.348 0.105 0.392 0.46 0.36 -0.43
H -1.760 1.330 1.584 -0.17 0.28 -0.27
H -1.887 -0.335 1.964 0.71 -0.52 0.24
H 1.028 0.999 2.080 0.03 0.18 0.14
H 0.467 -0.693 2.245 0.62 -0.24 0.34
H 2.845 -0.598 1.360 0.16 0.00 0.01
H 2.571 1.641 0.286 -0.65 0.60 -0.36
H 1.796 0.755 -1.164 -0.22 0.52 0.32
H 3.453 0.582 -0.630 0.09 -0.51 -0.29
H 2.306 -1.414 -0.923 -0.31 -0.53 -0.66
H 0.822 -0.938 -0.394 -1.12 -1.30 -1.75
C -4.121 -3.209 -3.740 -1.40 0.12 1.08
O -3.036 -2.878 -2.850 -1.64 1.30 -2.15
C -2.798 -3.839 -1.915 2.38 -2.78 -0.58
C -2.089 -5.109 -2.630 -0.73 1.83 -0.67
C -1.233 -5.881 -1.693 -0.13 -0.58 0.73
N -1.263 -4.589 -3.789 -0.81 -1.22 1.57
H -4.965 -3.427 -3.086 -0.34 -0.09 0.12
H -4.089 -4.081 -4.395 1.12 -0.19 0.07
H -4.484 -2.387 -4.357 0.80 0.40 0.18
H -1.987 -3.428 -1.313 -0.49 0.07 0.73
H -3.660 -4.271 -1.407 -0.27 0.68 0.43
H -2.898 -5.766 -2.951 0.07 -0.03 -0.56
H -0.607 -5.255 -1.057 0.47 0.13 -0.38
H -0.683 -6.622 -2.272 0.33 0.07 0.25
H -1.841 -6.420 -0.966 -0.20 -0.19 -0.06
H -1.738 -3.745 -4.077 0.18 0.20 -0.32
H -0.462 -4.272 -3.261 0.68 0.36 -0.43
C -7.278 -4.173 5.001 1.06 0.36 -0.37
C -6.288 -3.819 3.862 -0.66 -0.23 -0.10
O -6.960 -3.533 2.640 -0.04 -0.42 -0.52
H -7.994 -4.916 4.649 -0.14 0.29 -0.09
H -7.738 -3.255 5.366 -0.37 -0.17 -0.02
H -6.755 -4.632 5.840 0.15 0.09 0.06
H -5.660 -4.680 3.634 -0.04 -0.04 -0.01
H -5.612 -2.985 4.051 -0.03 0.05 0.65
H -7.588 -2.809 2.702 0.09 0.08 0.42
C 5.482 5.819 -4.778 -2.29 -0.49 -0.38
C 4.160 6.314 -3.988 3.79 1.45 -0.20
O 3.687 5.235 -3.307 -0.80 -2.08 0.61
H 5.001 5.053 -5.386 0.68 -0.34 -0.46
H 6.255 5.341 -4.176 -0.46 0.11 0.52
H 6.006 6.511 -5.438 -0.52 0.40 0.12
H 3.407 6.817 -4.595 0.22 -0.04 -0.34
H 4.628 6.996 -3.279 -0.62 0.79 0.22
H 2.976 5.462 -2.703 -0.04 0.20 -0.09
C 0.018 2.048 -5.291 0.11 -1.24 -0.70
C -0.136 0.502 -5.326 -0.14 0.90 1.66
O -1.451 0.104 -5.690 0.27 -0.11 -0.59
H -0.119 2.376 -6.322 0.13 0.31 0.02
H 1.033 2.266 -4.959 -0.04 0.31 0.01
H -0.723 2.562 -4.678 0.06 -0.23 0.16
H 0.015 0.093 -4.327 0.32 0.14 0.32
H 0.676 0.045 -5.892 -0.52 -0.03 -0.71
H -1.939 0.080 -4.864 -0.19 -0.08 -0.12
C -7.814 1.550 -2.743 0.59 1.15 1.73
C -7.329 2.737 -1.765 1.86 -1.95 -4.48
O -8.136 2.871 -0.702 -1.23 0.60 1.79
H -7.610 0.625 -2.205 -0.60 -0.13 0.11
H -7.242 1.429 -3.663 -0.02 0.63 -0.04
H -8.873 1.729 -2.932 0.05 -0.41 -0.13
H -7.236 3.645 -2.361 -0.40 0.33 -0.17
H -6.288 2.520 -1.523 0.27 -0.26 0.48
H -7.924 3.762 -0.412 -0.52 0.03 0.72
C 6.071 -6.772 0.593 1.49 -1.44 -0.61
C 4.682 -6.288 0.491 -1.15 -0.53 -0.38
O 4.384 -5.300 1.428 -0.05 1.41 0.18
H 6.810 -6.097 1.024 -0.42 -0.11 0.62
H 6.539 -7.036 -0.355 -0.35 0.31 -0.55
H 5.987 -7.773 1.018 0.79 0.26 0.92
H 4.019 -7.108 0.770 -0.13 -0.40 -0.59
H 4.437 -5.974 -0.524 -0.06 0.17 -0.08
H 3.801 -4.705 0.951 -0.13 0.37 0.49
C 5.089 4.211 5.573 -0.24 1.17 -2.34
C 5.030 3.042 4.550 -1.43 -1.32 3.08
O 6.221 2.704 3.956 1.29 0.56 -1.26
H 5.378 4.942 4.818 0.59 1.01 0.56
H 5.764 4.284 6.426 0.12 -0.81 -0.31
H 4.113 4.603 5.856 -0.25 -0.59 0.20
H 4.286 3.219 3.773 -0.36 0.29 0.33
H 4.763 2.139 5.100 -0.62 -0.17 -0.04
H 6.109 3.068 3.075 0.89 -0.15 -0.22
C 5.538 -0.867 -4.851 0.25 -0.39 -0.68
O 5.091 -1.882 -3.963 0.30 0.10 0.24
H 6.104 -0.064 -4.378 -0.52 0.06 0.51
H 6.264 -1.273 -5.555 -0.07 -0.13 -0.27
H 4.677 -0.511 -5.417 0.14 0.42 0.02
H 5.369 -2.718 -4.346 -0.11 -0.04 0.19
C -1.094 4.725 6.248 0.14 0.35 0.50
O -1.468 4.941 7.592 -0.49 0.15 0.64
H -2.017 4.760 5.670 0.15 -0.39 -0.10
H -0.474 5.559 5.919 0.27 -0.09 -0.29
H -0.551 3.782 6.195 -0.12 -0.05 -0.62
H -0.759 4.681 8.185 0.06 0.01 -0.13
C -1.317 5.290 -0.554 -0.41 1.17 -0.15
O -0.402 6.268 -1.043 0.54 -0.20 -0.68
H -2.270 5.552 -1.014 -0.32 0.09 0.39
H -1.159 4.271 -0.908 0.80 -0.03 0.35
H -1.349 5.428 0.527 -0.41 -0.74 0.00
H 0.100 6.682 -0.338 -0.16 -0.29 0.09
C 0.541 -1.025 7.295 0.38 0.77 0.79
O 1.612 -0.037 7.324 -0.71 -0.82 -0.26
H 0.907 -2.039 7.461 0.14 -0.05 -0.55
H -0.127 -0.844 8.137 -0.20 0.18 0.03
H -0.039 -0.909 6.380 0.33 -0.15 -0.04
H 2.311 -0.406 7.869 0.06 0.09 0.01

Entry 5:
10
Properties=species:S:1:pos:R:3:forces:R:3 method="wB97M-V/def2-TZVPD" homo_energy_ev=-9.2912 spin_multiplicity=1 lumo_energy_ev=-0.557 e_above_lowest_ev=3.987 smiles="[H]/N=N/C(=O)OON" orbital_gap_ev=8.7 e_tot_ha=-429.66925
H -3.006 -2.170 -1.043 -0.14 1.00 0.15
N -2.288 -2.325 -0.328 1.40 -1.95 1.19
N -1.697 -1.328 0.029 -2.16 2.11 -1.09
C -0.572 -0.984 0.733 3.00 -0.87 -1.17
O -0.384 -0.490 1.813 -0.73 -0.39 -0.49
O 0.392 -1.130 -0.291 -0.89 0.37 0.99
O 1.892 -0.687 0.086 -0.55 -1.32 0.72
N 2.032 0.515 0.464 1.00 0.59 -0.96
H 1.693 0.867 1.304 -0.91 -0.36 2.19
H 1.997 1.204 -0.234 -0.02 0.82 -1.53

Entry 6:
31
Properties=species:S:1:pos:R:3:forces:R:3 method="wB97M-V/def2-TZVPD" homo_energy_ev=-12.8844 spin_multiplicity=1 lumo_energy_ev=-2.285 e_above_lowest_ev=0.168 charge=+1 orbital_gap_ev=10.6 e_tot_ha=-836.21976
Li 8.723 -8.832 -15.313 0.14 -0.16 0.34
C 11.136 -10.537 -16.234 -0.22 1.25 0.67
O 10.580 -9.643 -15.578 -0.12 -0.46 -0.62
N 10.787 -10.893 -17.491 -0.41 0.16 0.25
N 12.246 -11.168 -15.788 0.67 -1.12 0.35
H 10.008 -10.422 -17.913 -0.05 -0.27 -0.06
H 11.291 -11.629 -17.943 -0.10 0.06 -0.42
H 12.356 -12.120 -16.099 0.27 0.04 -0.14
H 12.562 -11.054 -14.839 -0.40 0.39 0.04
C 8.052 -6.460 -13.231 0.48 -1.43 -1.15
O 8.713 -7.429 -13.640 -0.45 0.52 0.03
N 8.445 -5.718 -12.197 -0.59 0.96 0.63
N 6.875 -6.080 -13.819 0.73 -0.23 0.47
H 9.348 -5.793 -11.770 0.00 -0.24 -0.04
H 7.783 -5.033 -11.881 0.46 0.23 0.39
H 6.563 -6.628 -14.598 -0.25 0.14 0.02
H 6.375 -5.297 -13.445 -0.38 0.00 -0.37
C 6.760 -10.092 -17.620 0.76 1.41 -0.81
O 7.580 -9.916 -16.706 -0.51 -0.90 -0.40
N 6.208 -9.008 -18.221 -0.12 1.10 0.70
N 6.457 -11.248 -18.229 0.51 -1.34 0.65
H 6.403 -8.145 -17.739 -0.07 0.03 -0.25
H 5.699 -8.955 -19.082 -0.09 -0.37 -0.03
H 6.860 -12.091 -17.849 -0.11 0.06 -0.05
H 5.693 -11.352 -18.869 -0.12 0.15 -0.02
O 7.446 -9.824 -14.022 -0.23 -0.01 0.34
H 7.245 -9.420 -13.171 0.24 0.06 -0.03
H 6.981 -10.667 -14.015 0.08 0.00 -0.21
O 8.953 -7.169 -16.398 -0.16 0.07 -0.58
H 9.265 -7.390 -17.283 0.01 0.02 0.05
H 9.367 -6.323 -16.196 0.02 -0.10 0.23